Entry 1:
This record from the OMol25 dataset describes a single C25H23FN4O3S molecule. The level of theory is ωB97M-V/def2-TZVPD.

Structure (XYZ):
```
57
Properties=species:S:1:pos:R:3
S -1.14673 -0.58575 2.24553
F 2.44684 4.01277 -0.69306
O -0.88520 -0.74154 -3.57923
O 5.23295 -0.84332 0.87263
O 0.06123 -3.24449 -1.77150
N -3.81527 0.58641 0.00423
N -1.53951 0.34750 -1.67775
N -2.37313 -1.79662 0.24394
N -0.16457 -1.86551 0.06611
C 1.60538 -0.30306 0.63979
C 0.32342 3.12408 -0.17984
C 3.90018 -1.01688 0.71168
C -4.84150 0.19185 2.11250
C -0.53462 1.29941 -1.50574
C -0.61090 -2.62552 -0.99621
C 3.48527 -2.31229 0.38963
C 1.61652 2.24573 -2.01980
C 0.61600 1.33269 -2.29191
C 7.24200 0.35548 1.25867
C -0.67074 2.20436 -0.45136
C 2.94227 -0.01565 0.84130
C 5.72700 0.44967 1.17274
C -4.96959 2.35342 1.10709
C -4.11189 -0.23010 1.00676
C -1.22045 -1.40700 0.83181
C -5.27310 1.50540 2.16254
C -4.23275 1.84346 0.05377
C -1.58631 -0.65109 -2.59895
C -3.65365 -1.66444 0.88376
C 2.15298 -2.59989 0.19531
C -2.13824 -2.50214 -0.98649
C 1.20523 -1.58923 0.31511
C 1.46000 3.12808 -0.96765
C -2.61454 -1.72527 -2.23489
H 5.43440 1.15660 0.38471
H -5.28771 3.38345 1.10649
H -5.83386 1.86440 3.01244
H 4.23499 -3.08124 0.29515
H 0.23043 3.82030 0.63858
H 0.72647 0.63549 -3.10497
H -3.58941 -1.27875 -2.03560
H -3.60270 -2.10137 1.88806
H 2.51494 2.27340 -2.61529
H -5.05272 -0.49386 2.91748
H 7.65980 1.33148 1.48799
H 7.52681 -0.34764 2.03644
H 7.64586 0.00697 0.31220
H -2.68485 -2.41263 -3.07722
H -1.54899 2.16918 0.17588
H -4.38286 -2.22499 0.29153
H -3.95844 2.45709 -0.79464
H 1.84753 -3.60102 -0.06126
H 5.31279 0.79743 2.12900
H 3.21891 0.99583 1.09048
H -2.60641 -3.49389 -0.96987
H -2.31707 0.39861 -1.00684
H 0.87752 0.48460 0.73875
```

Summary:
SMILES ... CCOc1ccc(N2C(=O)[C@H](CC(=O)Nc3ccc(F)cc3)N(Cc3ccccn3)C2=S)cc1
E ... -51955.7144 eV
LUMO energy ... 0.327 eV
Orbital gap ... 0.3071 Eh
Net charge ... 0
Energy relative to the best compared isomer or geometry (same formula, charge and spin) ... 0.0 kcal/mol

Results of the Löwdin charge analysis, in e, for atoms 1 through 2: 0.769, 0.045

---

Entry 2:
This record from the OMol25 dataset describes a molecular structure, C25H23IrN4OS2. The level of theory is ωB97M-V/def2-TZVPD.

Structure (XYZ):
```
56
Properties=species:S:1:pos:R:3
Ir 1.02733 -1.22977 0.31489
S 1.71104 -1.16167 2.63538
S -3.26685 -2.53474 0.71199
O 1.07818 0.59822 -0.65159
N 3.94534 -2.42916 3.29044
N -0.95720 -1.23392 0.52199
N 3.05907 -1.26120 0.11951
N 3.82823 -1.88217 1.08874
C -0.66514 -3.60969 0.38566
C -3.14703 4.12841 1.85508
C 2.25310 1.96204 -3.77029
C -1.67215 1.10404 0.56892
C -3.21792 4.06539 -0.64936
C -2.73412 1.98425 0.63456
C 1.28429 -5.57054 0.03158
C 1.87359 0.78344 -1.68231
C 3.71118 -0.69662 -0.83391
C -3.22702 -0.77674 0.68031
C 0.71772 -3.22913 0.23508
C -4.03610 1.46239 0.72450
C 3.92458 0.46223 -2.96464
C -1.90890 -0.28216 0.57936
C 1.46551 1.69492 -2.67596
C -0.05566 -5.93180 0.18579
C 3.13366 0.15097 -1.84594
C -4.29038 0.09356 0.75157
C -1.04842 3.87344 0.54983
C 1.65839 -4.22113 0.05478
C 3.26474 -1.87512 2.25718
C 3.49774 1.34242 -3.92862
C -1.03208 -4.97745 0.36198
C -2.52990 3.49762 0.59960
C -1.53372 -2.54930 0.55082
H -0.65157 1.44209 0.48949
H 4.78869 -2.93546 3.08365
H -2.79274 3.63023 -1.55570
H 4.78887 -0.83995 -0.82784
H -2.67800 3.73205 2.75730
H 0.50140 2.17023 -2.54660
H 1.90587 2.66357 -4.51869
H -0.95212 4.96005 0.52661
H 2.03377 -6.33772 -0.11105
H 2.70273 -3.95790 -0.06079
H -4.87823 2.13977 0.78087
H -2.06931 -5.26701 0.47936
H -4.28945 3.86072 -0.64813
H -3.08275 5.14801 -0.69278
H -0.55715 3.47523 -0.34002
H -4.21926 3.93959 1.92086
H 3.47592 -2.58814 4.16140
H 4.11322 1.56165 -4.78979
H -2.99976 5.21014 1.83998
H 4.89441 -0.01416 -3.05291
H -0.33148 -6.97861 0.16339
H -5.30500 -0.27360 0.82886
H -0.50919 3.50814 1.42560
```

Summary:
E ... -58813.9662 eV
LUMO energy (spin up / spin down) ... 0.317 / -2.813 eV
Orbital gap (spin up / spin down) ... 0.2197 / 0.1889 Eh
Net charge ... 0
Spin multiplicity ... 5

Results of the Löwdin charge analysis, in e, for atoms 1 through 2: 1.276, 0.605

---

| no. | strongest force on any atom (hartree/bohr) |
| --- | --- |
| 1 | 0.0134 |
| 2 | 0.0063 |